81
Properties=species:S:1:pos:R:3:forces:R:3 method="wB97M-V/def2-TZVPD" largest_force_ha_per_bohr=0.046 e_above_lowest_kcal_mol=0.00 total_charge=+4 lumo_ev="-12.415 / -14.095" multiplicity=4 s_squared=3.777
Tc 0.406093 0.499260 -0.373216 -0.44 -0.54 0.88
C 1.612249 0.943626 2.425646 0.12 -0.17 -0.25
C 0.539150 1.875864 2.902389 -0.18 0.22 0.07
C -0.151698 2.740224 1.874195 0.24 -0.49 0.05
C -0.765401 3.892661 2.346017 0.00 0.13 0.05
C -1.355546 4.786586 1.480124 -0.07 0.12 0.12
C -1.324556 4.497711 0.120810 -0.06 0.06 -0.07
C -0.743082 3.329028 -0.281238 0.20 -0.17 0.04
N -0.152495 2.423907 0.555028 -0.08 0.19 -0.16
N 1.176986 -0.258097 1.606571 0.27 -0.11 -0.42
C 2.451737 -0.959448 1.223322 -0.01 0.36 -0.10
C 3.236800 -0.072591 0.287394 -0.24 -0.05 0.08
C 4.608838 -0.088168 0.225999 0.19 0.03 -0.05
C 5.259263 0.803851 -0.623798 0.14 -0.10 0.06
C 4.510190 1.710385 -1.360667 0.02 0.12 -0.06
C 3.138645 1.679070 -1.256575 0.01 -0.12 0.10
N 2.501500 0.785498 -0.468095 -0.14 0.17 -0.14
C 0.433524 -1.145364 2.557612 -0.54 0.22 0.60
C -0.010371 -2.548342 2.240993 -0.52 -1.64 1.59
C -0.419403 -3.285791 3.430132 0.67 1.48 -1.59
C -0.870135 -4.585362 3.335974 0.14 0.18 -0.59
C -0.877805 -5.144270 2.068807 0.71 1.01 -1.81
C -0.412766 -4.361522 0.948090 -0.80 -1.72 1.26
N 0.000698 -3.091340 1.015706 -0.13 0.44 0.75
H 2.155435 0.540109 3.281832 -0.05 0.04 0.07
H 2.332649 1.502253 1.835714 0.03 0.07 -0.04
H 1.071317 2.563569 3.563342 -0.05 0.07 0.07
H -0.199995 1.406386 3.556236 -0.01 -0.08 -0.11
H -0.740258 4.094483 3.410750 0.00 -0.02 -0.05
H -1.813990 5.696031 1.848964 0.01 -0.01 0.00
H -1.736620 5.170586 -0.620074 -0.01 -0.01 0.04
H -0.722758 3.120852 -1.334234 0.03 0.03 -0.09
H 2.195916 -1.914413 0.773540 0.06 -0.17 0.20
H 3.043265 -1.173145 2.114206 -0.03 0.01 0.09
H 5.168976 -0.779033 0.846393 -0.01 0.05 -0.04
H 6.341903 0.803596 -0.688377 -0.04 0.01 0.00
H 4.978560 2.445948 -2.001665 0.02 -0.03 0.01
H 2.537487 2.398282 -1.795197 -0.03 0.01 0.00
H -0.444967 -0.604068 2.921974 0.10 0.10 -0.26
H 1.077071 -1.255389 3.441804 0.05 0.22 -0.19
H -0.360868 -2.796114 4.397127 0.00 0.01 -0.09
H -1.180068 -5.144429 4.207499 -0.02 0.00 0.03
H -1.202450 -6.163836 1.898901 0.07 0.09 -0.06
H -0.371303 -4.841021 -0.024861 -0.05 0.09 0.04
N 0.885433 -1.420327 -1.150346 -0.11 0.21 -0.08
C 0.576864 -1.861891 -2.549161 -0.14 0.04 0.21
C 1.000682 -0.830994 -3.570911 0.28 0.02 0.09
C 0.020961 0.310342 -3.623655 -0.23 0.01 -0.05
N 0.046310 1.195457 -2.392381 0.20 0.13 0.03
H 1.883738 -1.547108 -1.016807 0.07 -0.04 -0.23
H 0.439870 -2.069159 -0.454760 -0.06 -0.37 0.20
H -0.496164 -2.037785 -2.598015 -0.07 -0.05 -0.07
H 1.074831 -2.815467 -2.711024 0.07 -0.05 0.03
H 1.047971 -1.299199 -4.554633 -0.09 0.02 -0.03
H 2.019287 -0.474290 -3.368797 -0.05 -0.05 -0.05
H -0.993107 -0.080037 -3.674749 -0.08 -0.04 -0.09
H 0.167166 0.950807 -4.491625 0.09 0.05 0.02
H -0.852404 1.674711 -2.391380 -0.13 -0.06 0.00
H 0.721382 1.940757 -2.560636 0.08 0.00 -0.12
C -4.606672 2.517055 -2.259572 0.04 0.02 0.08
C -5.078353 1.501964 -1.221202 0.11 -0.07 -0.13
C -3.953536 1.056036 -0.271420 -0.05 0.24 0.19
S -2.821164 0.005536 -1.157338 0.15 0.10 -0.57
O -1.509384 -0.039176 -0.257146 0.65 0.05 0.26
C -3.567481 -1.614936 -0.948879 0.09 -0.43 0.04
C -4.243268 -2.134284 -2.227821 0.04 0.23 0.00
C -3.292604 -2.404298 -3.388228 0.10 -0.01 0.12
H -5.430876 2.852695 -2.886747 -0.02 -0.05 0.04
H -3.851059 2.099338 -2.934554 -0.04 0.01 0.03
H -4.190657 3.403640 -1.772365 -0.02 -0.03 -0.03
H -5.535056 0.633583 -1.703913 0.01 0.00 0.02
H -5.863250 1.915335 -0.591104 -0.03 0.11 0.05
H -4.302342 0.499999 0.597991 -0.04 0.03 0.05
H -3.339074 1.898120 0.058891 -0.12 0.09 -0.02
H -4.264186 -1.517110 -0.117384 -0.02 -0.12 0.03
H -2.724193 -2.244981 -0.634680 -0.15 0.00 -0.08
H -5.040064 -1.448172 -2.522519 0.02 -0.03 -0.06
H -4.751646 -3.051992 -1.936979 -0.01 -0.10 0.06
H -2.869464 -1.485260 -3.807261 -0.03 0.00 0.04
H -3.810064 -2.907754 -4.202882 -0.04 0.03 0.02
H -2.475171 -3.063161 -3.077475 -0.06 0.00 -0.02

***

21
Properties=species:S:1:pos:R:3:forces:R:3 method="wB97M-V/def2-TZVPD" largest_force_ha_per_bohr=0.073 e_above_lowest_kcal_mol=7.36 total_charge=-2 lumo_ev=3.251
Ba -0.408991 0.778549 -0.342597 3.72 0.35 0.07
C 2.206477 2.494961 -0.711477 2.07 -1.73 -1.20
O 1.175183 2.697807 -1.453357 -2.69 0.61 -1.39
O 1.961221 2.106372 0.476529 -0.65 -0.11 1.99
O 3.372592 2.465535 -1.235986 -0.47 0.99 0.69
C 1.737201 -2.306630 -0.493514 3.34 1.48 0.01
O 0.740050 -3.086298 -0.261855 -0.91 -0.65 0.59
O 2.968019 -2.692807 -0.469616 -1.68 -0.62 -0.09
O 1.542112 -1.024519 -0.710860 -1.85 -0.10 0.18
O -0.083548 -0.026793 2.371837 -0.23 0.14 0.50
H -0.937994 0.146163 2.780954 0.03 -0.18 -0.06
H 0.159785 -0.910335 2.672733 0.17 -0.03 -0.37
O -1.323838 -1.812217 0.137172 -2.51 1.27 0.51
H -1.896384 -2.564309 -0.027093 0.25 -0.09 -0.02
H -0.416702 -2.205980 0.240867 1.76 -1.30 -1.02
O -1.101783 -0.255679 -2.723526 -0.77 -0.09 -0.64
H -1.395264 -1.172783 -2.642587 0.40 -0.07 0.25
H -1.715290 0.146713 -3.349979 0.20 -0.01 -0.04
O -1.906032 2.244180 1.702476 -0.56 0.06 0.12
H -1.976229 2.292331 2.662662 0.22 0.08 -0.10
H -2.700584 2.685743 1.377220 0.15 0.00 0.05

***

23
Properties=species:S:1:pos:R:3:forces:R:3 method="wB97M-V/def2-TZVPD" largest_force_ha_per_bohr=0.034 e_above_lowest_kcal_mol=20.65 smiles="C/C=C(/C)N.O.O.O" lumo_ev=0.502
C 1.248227 -0.458120 -1.736003 -1.19 0.70 -0.66
C -0.121611 -0.722491 -1.170773 0.44 -0.65 0.54
C -0.481926 -0.606276 0.117335 0.38 0.17 -0.57
C -1.857412 -0.873606 0.592759 -1.52 -0.48 -0.72
N 0.367522 -0.021897 1.070633 0.74 -0.18 0.55
H 1.562195 -1.276866 -2.373971 0.70 -0.52 0.64
H 1.188961 0.309249 -2.499805 -0.32 0.61 -0.29
H 1.927546 -0.021595 -1.024035 0.63 -0.57 0.31
H -0.814216 -1.210233 -1.837826 -0.27 0.07 -0.11
H -2.375450 -1.742639 0.152922 0.64 0.19 -0.31
H -2.510955 -0.044137 0.306156 0.06 0.16 0.51
H -1.924266 -1.107297 1.637034 0.13 0.35 0.69
H 1.320095 -0.366846 1.052813 0.03 0.22 -0.40
H 0.098033 -0.079785 2.043205 -0.57 -0.14 -0.18
O 0.732721 3.244301 -1.452529 -0.03 -0.21 -1.03
H 1.312099 2.615856 -1.920518 -0.46 0.35 0.26
H -0.146571 3.162848 -1.858302 0.48 -0.04 0.20
O -1.054710 -3.797344 1.325289 -0.39 0.20 0.27
H -0.382642 -4.385771 1.658021 0.31 -0.30 0.13
H -0.853242 -3.676601 0.399775 0.14 0.09 -0.39
O 0.933978 2.868647 1.179615 0.22 0.61 0.10
H 0.583065 1.978522 1.041811 0.08 0.02 -0.25
H 0.978734 3.301030 0.301165 -0.23 -0.67 0.71

***

13
Properties=species:S:1:pos:R:3:forces:R:3 method="wB97M-V/def2-TZVPD" largest_force_ha_per_bohr=0.026 e_above_lowest_kcal_mol=32.67 smiles="C/C(=N/S)NN" lumo_ev=0.704
C 1.277508 -1.445765 0.003079 -0.25 0.11 0.58
C 0.025899 -0.607038 -0.059250 -0.51 -0.34 0.15
N -1.089910 -1.216694 0.056511 0.40 0.37 -0.09
S -2.658966 -0.597471 -0.066231 0.01 -0.77 0.04
N 0.319491 0.737859 -0.290859 0.14 0.05 0.04
N -0.578607 1.747729 0.091547 0.24 0.88 0.95
H 0.982064 -2.494890 0.073337 0.21 0.25 0.02
H 1.879054 -1.143109 0.879853 -0.16 -0.27 -0.32
H 1.863290 -1.273432 -0.887216 0.32 -0.07 -0.32
H -2.435043 0.694913 -0.145231 0.03 0.77 -0.06
H 1.295863 0.959015 -0.125996 -0.17 -0.10 -0.09
H -0.528403 2.521280 -0.575345 0.02 -0.41 0.27
H -0.352243 2.117601 1.045800 -0.29 -0.48 -1.17

***

Please write out number 3 again, unchanged.
23
Properties=species:S:1:pos:R:3:forces:R:3 method="wB97M-V/def2-TZVPD" largest_force_ha_per_bohr=0.034 e_above_lowest_kcal_mol=20.65 smiles="C/C=C(/C)N.O.O.O" lumo_ev=0.502
C 1.248227 -0.458120 -1.736003 -1.19 0.70 -0.66
C -0.121611 -0.722491 -1.170773 0.44 -0.65 0.54
C -0.481926 -0.606276 0.117335 0.38 0.17 -0.57
C -1.857412 -0.873606 0.592759 -1.52 -0.48 -0.72
N 0.367522 -0.021897 1.070633 0.74 -0.18 0.55
H 1.562195 -1.276866 -2.373971 0.70 -0.52 0.64
H 1.188961 0.309249 -2.499805 -0.32 0.61 -0.29
H 1.927546 -0.021595 -1.024035 0.63 -0.57 0.31
H -0.814216 -1.210233 -1.837826 -0.27 0.07 -0.11
H -2.375450 -1.742639 0.152922 0.64 0.19 -0.31
H -2.510955 -0.044137 0.306156 0.06 0.16 0.51
H -1.924266 -1.107297 1.637034 0.13 0.35 0.69
H 1.320095 -0.366846 1.052813 0.03 0.22 -0.40
H 0.098033 -0.079785 2.043205 -0.57 -0.14 -0.18
O 0.732721 3.244301 -1.452529 -0.03 -0.21 -1.03
H 1.312099 2.615856 -1.920518 -0.46 0.35 0.26
H -0.146571 3.162848 -1.858302 0.48 -0.04 0.20
O -1.054710 -3.797344 1.325289 -0.39 0.20 0.27
H -0.382642 -4.385771 1.658021 0.31 -0.30 0.13
H -0.853242 -3.676601 0.399775 0.14 0.09 -0.39
O 0.933978 2.868647 1.179615 0.22 0.61 0.10
H 0.583065 1.978522 1.041811 0.08 0.02 -0.25
H 0.978734 3.301030 0.301165 -0.23 -0.67 0.71